1.
{
  "formula": "C19H20N2O3",
  "method": "ωB97M-V/def2-TZVPD",
  "elements": ["O", "C", "N", "C", "H", "C", "N", "C", "C", "H", "H", "H", "H", "C", "C", "C", "C", "C", "C", "C", "H", "O", "C", "O", "H", "H", "H", "H", "H", "H", "H", "H", "H", "C", "C", "C", "C", "C", "C", "H", "H", "H", "H", "H"],
  "xyz": [[1.260, -0.387, 1.666], [1.372, 0.144, 0.571], [1.232, 1.481, 0.427], [1.398, 2.271, -0.764], [2.155, 3.039, -0.560], [0.060, 2.949, -1.128], [-0.714, 3.337, 0.040], [0.112, 3.517, 1.208], [0.938, 2.276, 1.605], [1.876, 2.591, 2.083], [0.401, 1.632, 2.302], [-0.522, 3.817, 2.044], [0.789, 4.351, 0.990], [-1.999, 2.682, 0.234], [-1.960, 1.209, 0.575], [-1.912, 0.789, 1.896], [-1.784, -0.552, 2.247], [-1.689, -1.458, 1.221], [-1.774, -1.053, -0.111], [-1.930, 0.265, -0.457], [-2.043, 0.554, -1.490], [-1.683, -2.149, -0.929], [-1.431, -3.240, -0.069], [-1.548, -2.818, 1.269], [-0.410, -3.620, -0.251], [-2.159, -4.040, -0.269], [-1.737, -0.867, 3.275], [-1.980, 1.525, 2.684], [-2.505, 3.229, 1.035], [-2.570, 2.831, -0.687], [-0.537, 2.282, -1.749], [0.277, 3.852, -1.718], [1.757, 1.655, -1.587], [1.720, -0.685, -0.624], [2.749, -1.609, -0.460], [3.089, -2.472, -1.484], [2.390, -2.439, -2.680], [1.351, -1.539, -2.842], [1.018, -0.664, -1.823], [0.188, 0.011, -1.955], [0.790, -1.521, -3.765], [2.647, -3.119, -3.478], [3.894, -3.180, -1.347], [3.271, -1.642, 0.485]],
  "smiles": "O=C(c1ccccc1)N1CCN(Cc2ccc3c(c2)OCO3)CC1",
  "e_homo_ev": -7.8021,
  "e_tot_ev": -29149.754,
  "charge": 0,
  "homo_lumo_gap_ev": 8.6
}



2.
{
  "formula": "C19H20N4O5",
  "method": "ωB97M-V/def2-TZVPD",
  "elements": ["C", "H", "H", "H", "C", "N", "C", "O", "C", "C", "C", "C", "C", "H", "H", "C", "C", "O", "H", "H", "H", "H", "H", "H", "H", "H", "C", "O", "O", "C", "N", "N", "N", "C", "C", "C", "C", "C", "C", "C", "O", "H", "H", "H", "H", "H", "H", "H"],
  "xyz": [[-4.476, -1.533, 0.875], [-4.684, -2.576, 1.098], [-4.967, -0.902, 1.612], [-4.862, -1.298, -0.113], [-2.968, -1.312, 0.913], [-2.583, 0.038, 0.551], [-2.843, 0.627, -0.676], [-3.581, 0.183, -1.513], [-1.960, 1.859, -0.771], [-0.756, 1.427, -1.631], [0.482, 2.275, -1.375], [0.862, 2.193, 0.099], [-0.243, 2.809, 0.947], [-0.319, 3.874, 0.718], [-0.010, 2.702, 2.008], [-1.593, 2.144, 0.688], [-1.743, 0.789, 1.352], [-1.287, 0.417, 2.400], [-2.375, 2.771, 1.136], [1.004, 1.149, 0.389], [1.801, 2.719, 0.281], [1.298, 1.902, -1.997], [0.292, 3.315, -1.646], [-0.514, 0.388, -1.401], [-1.044, 1.468, -2.682], [-2.477, 2.692, -1.248], [-2.239, -2.337, 0.047], [-2.481, -3.507, 0.015], [-1.260, -1.746, -0.655], [-0.322, -2.560, -1.336], [0.975, -1.988, -1.085], [1.489, -1.255, -2.081], [2.530, -0.604, -1.942], [3.196, -0.574, -0.738], [4.346, 0.211, -0.612], [5.003, 0.261, 0.597], [4.533, -0.461, 1.695], [3.401, -1.239, 1.588], [2.726, -1.304, 0.370], [1.507, -2.093, 0.212], [0.962, -2.770, 1.051], [3.014, -1.803, 2.422], [5.062, -0.408, 2.634], [5.891, 0.866, 0.700], [4.689, 0.764, -1.471], [-0.380, -3.584, -0.946], [-0.508, -2.526, -2.414], [-2.588, -1.464, 1.935]],
  "smiles": "C[C@@H](C(=O)OCn1nnc2ccccc2c1=O)N1C(=O)[C@H]2CCCC[C@H]2C1=O",
  "e_homo_ev": -9.6163,
  "e_tot_ev": -36226.750,
  "charge": 0,
  "homo_lumo_gap_ev": 9.4
}



3.
{
  "formula": "C19H21BNOTm",
  "method": "ωB97M-V/def2-TZVPD",
  "elements": ["C", "C", "C", "H", "C", "C", "H", "H", "H", "H", "C", "C", "C", "H", "C", "C", "H", "H", "H", "H", "Tm", "O", "C", "C", "H", "H", "H", "H", "C", "C", "C", "H", "C", "H", "C", "H", "C", "H", "B", "C", "N", "H", "H", "H"],
  "xyz": [[0.518, -2.294, 1.466], [-0.836, -2.298, 0.995], [-0.789, -2.362, -0.423], [-1.762, -2.164, 1.589], [0.589, -2.251, -0.821], [1.390, -2.073, 0.356], [2.469, -1.842, 0.414], [0.865, -2.514, 2.497], [-1.651, -2.629, -1.053], [0.982, -2.504, -1.815], [-0.976, 2.376, 0.077], [-0.591, 2.236, 1.453], [0.825, 2.037, 1.509], [-1.272, 2.247, 2.292], [1.346, 2.106, 0.170], [0.249, 2.403, -0.699], [0.323, 2.725, -1.753], [-1.993, 2.591, -0.257], [1.422, 1.957, 2.425], [2.399, 1.999, -0.103], [-0.070, -0.067, 0.462], [-0.269, -0.160, -3.887], [-1.424, -0.881, -4.394], [-0.094, -0.933, -5.135], [-1.694, -1.766, -3.818], [-2.215, -0.284, -4.853], [0.467, -1.863, -5.019], [0.819, -1.928, -7.476], [0.573, -0.866, -7.556], [0.095, -0.195, -6.396], [-0.275, 1.162, -6.529], [-0.672, 1.708, -5.667], [-0.125, 1.829, -7.751], [-0.391, 2.888, -7.828], [0.358, 1.156, -8.887], [0.467, 1.680, -9.845], [0.699, -0.204, -8.781], [1.064, -0.746, -9.661], [-0.064, -0.018, 5.213], [-0.253, -0.119, 3.715], [-0.447, -0.148, 2.578], [0.990, -0.557, 5.425], [-1.003, -0.595, 5.663], [-0.044, 1.161, 5.471]],
  "spin_multiplicity": 3,
  "e_homo_ev": [-8.7253, -8.7606],
  "e_tot_ev": -53785.025,
  "charge": 0,
  "s_squared": 2.003,
  "homo_lumo_gap_ev": [8.3, 8.4]
}



4.
{
  "formula": "C19H21BrCl3FGeIN5O4SeSn",
  "method": "ωB97M-V/def2-TZVPD",
  "elements": ["Sn", "N", "C", "C", "N", "H", "H", "H", "H", "H", "H", "H", "H", "H", "Cl", "Ge", "Cl", "Cl", "I", "Br", "C", "C", "C", "C", "C", "C", "H", "H", "H", "H", "F", "C", "C", "N", "C", "C", "O", "O", "C", "O", "N", "C", "O", "H", "H", "H", "H", "Se", "C", "C", "C", "N", "C", "C", "H", "H", "H", "H"],
  "xyz": [[-2.238, -2.952, 24.527], [-1.813, 2.281, 24.695], [-2.415, 1.571, 25.899], [-2.327, 0.081, 25.633], [-3.003, -0.833, 26.482], [-1.256, 3.088, 25.004], [-2.559, 2.654, 24.078], [-1.151, 1.589, 24.050], [-3.429, 1.951, 26.020], [-1.841, 1.882, 26.779], [-1.266, -0.159, 25.626], [-2.710, -0.069, 24.606], [-4.025, -0.761, 26.537], [-2.514, -1.060, 27.348], [-5.640, -3.373, 26.024], [-3.846, -4.692, 26.497], [-4.620, -6.685, 26.208], [-3.550, -4.397, 28.642], [0.153, -2.825, 26.018], [-0.438, -7.674, 19.807], [-0.859, -6.458, 21.203], [0.073, -5.508, 21.668], [-0.336, -4.513, 22.591], [-1.636, -4.484, 23.074], [-2.543, -5.477, 22.698], [-2.163, -6.454, 21.776], [1.086, -5.510, 21.295], [0.420, -3.808, 22.942], [-3.523, -5.530, 23.115], [-2.842, -7.227, 21.434], [3.247, 3.666, 21.814], [2.447, 2.796, 21.153], [2.194, 1.585, 21.657], [1.400, 0.670, 21.016], [0.917, -0.473, 21.768], [-0.206, -0.096, 22.823], [-0.208, 1.086, 23.250], [-0.945, -1.072, 23.177], [0.767, 0.948, 19.813], [0.038, 0.148, 19.238], [0.995, 2.221, 19.380], [1.775, 3.220, 19.936], [1.862, 4.326, 19.398], [2.585, 1.236, 22.618], [1.780, -0.895, 22.334], [0.562, -1.226, 21.048], [0.535, 2.470, 18.502], [-3.873, -0.858, 22.420], [-5.573, -1.001, 21.656], [-5.958, -0.020, 20.721], [-7.138, -0.177, 20.040], [-7.984, -1.196, 20.248], [-7.616, -2.152, 21.113], [-6.440, -2.093, 21.859], [-5.340, 0.841, 20.539], [-7.444, 0.509, 19.258], [-8.304, -2.989, 21.226], [-6.191, -2.860, 22.582]],
  "spin_multiplicity": 2,
  "e_homo_ev": [-4.6564, -4.8998],
  "e_tot_ev": -281812.865,
  "charge": -1,
  "s_squared": 0.764,
  "homo_lumo_gap_ev": [6.2, 5.2]
}



5.
{
  "formula": "C19H21N3O2",
  "method": "ωB97M-V/def2-TZVPD",
  "elements": ["C", "C", "C", "C", "C", "C", "C", "C", "H", "H", "H", "H", "O", "C", "C", "N", "C", "C", "C", "C", "C", "C", "C", "C", "H", "H", "H", "H", "C", "N", "O", "H", "N", "H", "H", "H", "H", "H", "H", "H", "H", "H", "H", "H", "H"],
  "xyz": [[-4.687, -0.887, -0.434], [-3.504, -0.038, -0.081], [-3.269, 1.153, -0.747], [-2.180, 1.957, -0.452], [-1.291, 1.562, 0.537], [-1.526, 0.370, 1.221], [-2.615, -0.431, 0.928], [-2.835, -1.703, 1.689], [-1.992, -1.909, 2.344], [-2.969, -2.547, 1.014], [-3.735, -1.625, 2.299], [-0.822, 0.084, 1.987], [-0.181, 2.258, 0.931], [0.400, 3.196, 0.060], [0.914, 2.550, -1.251], [1.452, 1.246, -0.998], [0.746, 0.086, -1.136], [1.439, -0.971, -0.607], [2.663, -0.429, -0.094], [3.764, -0.985, 0.552], [4.791, -0.150, 0.932], [4.742, 1.223, 0.681], [3.664, 1.799, 0.043], [2.623, 0.963, -0.341], [3.636, 2.861, -0.150], [5.568, 1.846, 0.993], [5.655, -0.558, 1.435], [3.790, -2.047, 0.733], [0.980, -2.347, -0.551], [1.839, -3.262, -0.300], [1.297, -4.574, -0.228], [2.076, -5.116, -0.054], [-0.346, -2.582, -0.821], [-1.001, -1.846, -0.620], [-0.649, -3.518, -0.598], [-0.202, 0.091, -1.642], [1.679, 3.198, -1.689], [0.096, 2.441, -1.967], [1.243, 3.591, 0.632], [-0.285, 4.021, -0.173], [-2.046, 2.883, -0.991], [-3.954, 1.470, -1.521], [-4.368, -1.860, -0.807], [-5.290, -0.407, -1.200], [-5.312, -1.058, 0.442]],
  "smiles": "Cc1ccc(OCCn2cc(/C(N)=N/O)c3ccccc32)cc1C",
  "e_homo_ev": -7.5994,
  "e_tot_ev": -28608.440,
  "charge": 0,
  "homo_lumo_gap_ev": 8.3
}